DFT (ωB97M-V/def2-TZVPD) results for a gas-phase ion, C3H3Cl2N2 (charge +1) in a non-equilibrium geometry.

Geometry as XYZ:
```
10
C3H3Cl2N2 ωB97M-V/def2-TZVPD
C -0.997 -0.763 0.138
C -2.162 -0.219 0.353
C 1.209 0.544 -0.146
N 1.064 1.442 -0.978
N 0.344 -0.520 0.152
Cl -3.635 0.276 0.188
Cl 2.690 0.267 0.816
H -1.189 -1.855 0.133
H 1.777 2.139 -1.130
H 0.898 -1.311 0.475
```

Its charge is +1. Its energy above the lowest of the compared OMol25 structures with the same formula, charge and spin is 98.8 kcal/mol. As for the LUMO energy: -7.09 eV.

***

DFT (ωB97M-V/def2-TZVPD) results for 6 unconnected molecules or ions with the total composition C23H40Cl15N3P in a non-equilibrium geometry.

Geometry as XYZ:
```
82
C23H40Cl15N3P ωB97M-V/def2-TZVPD
C -3.394 0.052 1.705
C -4.141 -0.781 0.540
C -3.554 -2.251 0.300
N -2.306 -2.304 -0.521
C -1.113 -1.854 0.216
C -0.819 -2.397 1.626
N 0.331 -1.961 2.367
C 1.326 -1.019 1.899
C 2.504 -0.664 2.911
C 3.975 -1.064 2.393
C 2.398 0.883 3.409
C 1.167 0.895 4.482
C 1.126 -0.418 0.477
P 2.435 0.855 -0.113
C 1.471 2.519 -0.225
C 3.142 0.375 -1.800
C 4.080 -0.931 -1.778
C -0.109 -0.844 -0.419
C -0.219 -0.216 -1.873
C -1.710 0.140 -2.354
C -1.862 1.696 -2.826
N -2.506 2.403 -1.655
H -3.159 -0.568 2.635
H -4.142 0.866 2.039
H -2.472 0.626 1.306
H -5.226 -0.925 0.914
H -4.237 -0.147 -0.412
H -3.494 -2.775 1.314
H -4.358 -2.825 -0.302
H -2.141 -3.307 -0.714
H -1.537 -3.139 2.128
H 0.441 -2.349 3.322
H 2.335 -1.288 3.871
H 4.711 -0.620 3.165
H 4.260 -0.613 1.389
H 4.115 -2.201 2.376
H 2.237 1.620 2.558
H 3.333 1.123 4.038
H 0.473 -0.011 4.290
H 1.572 0.733 5.549
H 0.506 1.819 4.391
H 1.699 3.112 0.739
H 1.752 3.105 -1.160
H 0.364 2.239 -0.171
H 2.376 0.252 -2.637
H 3.822 1.254 -2.123
H 3.513 -1.908 -1.931
H 4.623 -0.945 -0.767
H 4.822 -0.829 -2.658
H 0.257 -0.970 -2.609
H 0.402 0.749 -2.000
H -2.523 -0.022 -1.578
H -1.898 -0.474 -3.314
H -0.870 2.160 -3.147
H -2.647 1.740 -3.672
H -3.309 2.968 -1.952
H -1.820 2.946 -1.118
C 3.206 3.512 6.531
Cl 3.056 3.994 4.834
Cl 1.632 3.570 7.336
Cl 3.913 1.895 6.663
H 3.870 4.216 7.029
C -1.378 -6.085 -2.258
Cl -2.357 -6.018 -3.728
Cl -0.097 -4.864 -2.306
Cl -2.393 -5.862 -0.824
H -0.914 -7.068 -2.199
C -1.499 2.399 -6.622
Cl -0.254 1.247 -6.116
Cl -3.112 1.766 -6.262
Cl -1.254 3.964 -5.833
H -1.418 2.541 -7.698
C 3.915 1.726 -7.363
Cl 3.435 0.066 -7.741
Cl 2.491 2.762 -7.196
Cl 4.892 1.770 -5.888
H 4.520 2.104 -8.185
C -5.203 -0.535 5.069
Cl -6.188 -0.469 3.599
Cl -3.910 0.673 5.006
Cl -6.209 -0.293 6.502
H -4.748 -1.522 5.132
```

Its charge is +1. Its energy above the lowest of the compared OMol25 structures with the same formula, charge and spin is 89.3 kcal/mol. As for the LUMO energy: -3.65 eV.

***

DFT (ωB97M-V/def2-TZVPD) results for a molecular structure, C63H60IN5PbS in a non-equilibrium geometry.

Geometry as XYZ:
```
131
C63H60IN5PbS ωB97M-V/def2-TZVPD
Pb -0.797 -0.433 0.895
I -3.289 -2.283 1.262
C -4.352 -1.209 -0.172
C -5.646 -1.595 -0.352
C -6.417 -1.016 -1.390
C -5.849 -0.097 -2.215
C -4.499 0.315 -2.037
C -3.919 1.220 -2.967
C -2.602 1.550 -2.873
C -1.831 1.039 -1.800
C -2.333 0.215 -0.828
C -3.702 -0.210 -0.974
H -6.079 -2.363 0.277
H -7.444 -1.331 -1.533
H -6.413 0.326 -3.042
H -4.543 1.623 -3.759
H -2.144 2.205 -3.608
H -0.780 1.326 -1.768
C 0.626 3.551 -2.119
C 0.287 4.010 -0.695
C -1.110 3.568 -0.227
C 1.353 3.665 0.343
C 2.024 4.717 0.959
C 3.034 4.500 1.889
C 3.337 3.202 2.263
C 2.674 2.111 1.702
C 2.956 0.713 2.266
C 4.373 0.239 1.944
C 2.709 0.713 3.781
C 1.732 2.366 0.703
N 1.157 1.218 0.045
C 1.843 0.677 -0.863
C 1.516 -0.712 -1.521
N 0.593 -1.476 -1.139
C 0.582 -2.807 -1.699
C 1.465 -3.755 -1.173
C 1.508 -4.998 -1.799
C 0.690 -5.295 -2.881
C -0.214 -4.344 -3.332
C -0.288 -3.085 -2.744
C -1.247 -2.036 -3.295
C -0.694 -1.413 -4.583
C -2.650 -2.599 -3.526
C 2.341 -3.522 0.061
C 1.978 -4.534 1.154
C 3.834 -3.601 -0.277
C 2.560 -0.913 -2.582
C 2.785 -1.889 -3.522
C 3.886 -1.746 -4.405
C 4.730 -0.672 -4.347
C 4.521 0.351 -3.388
C 5.312 1.513 -3.222
C 5.001 2.429 -2.256
C 3.889 2.264 -1.391
C 3.101 1.148 -1.531
C 3.429 0.199 -2.528
H -0.183 3.826 -2.803
H 0.769 2.473 -2.192
H 1.543 4.027 -2.475
H 0.265 5.099 -0.732
H -1.182 2.488 -0.068
H -1.870 3.842 -0.971
H -1.368 4.058 0.718
H 1.750 5.731 0.686
H 3.555 5.338 2.338
H 4.100 3.023 3.011
H 2.254 0.002 1.830
H 5.119 0.921 2.363
H 4.550 0.176 0.864
H 4.540 -0.750 2.378
H 3.358 1.436 4.285
H 2.908 -0.269 4.207
H 1.671 0.958 4.014
H 2.198 -5.747 -1.428
H 0.742 -6.270 -3.353
H -0.866 -4.572 -4.167
H -1.325 -1.239 -2.556
H -0.511 -2.184 -5.339
H 0.252 -0.889 -4.403
H -1.406 -0.690 -4.991
H -2.694 -3.222 -4.426
H -3.364 -1.781 -3.659
H -2.982 -3.205 -2.678
H 2.141 -2.524 0.456
H 2.025 -5.555 0.765
H 0.972 -4.354 1.544
H 2.671 -4.464 1.990
H 4.102 -4.597 -0.644
H 4.428 -3.406 0.621
H 4.125 -2.875 -1.042
H 2.158 -2.761 -3.611
H 4.059 -2.520 -5.143
H 5.564 -0.598 -5.036
H 6.171 1.674 -3.866
H 5.618 3.313 -2.140
H 3.694 3.019 -0.645
C -1.564 2.974 4.233
C -1.088 2.127 3.243
N -1.909 1.468 2.422
C -3.211 1.645 2.535
C -3.787 2.456 3.480
C -2.942 3.117 4.362
C -5.253 2.528 3.616
C -6.137 2.626 2.639
C -5.848 2.881 1.206
C -6.849 2.754 0.255
C -6.555 3.146 -1.038
N -5.358 3.623 -1.390
C -4.451 3.659 -0.407
N -4.631 3.315 0.866
H -0.875 3.486 4.891
H -0.021 1.958 3.111
H -3.838 1.097 1.831
H -3.362 3.751 5.137
H -5.632 2.471 4.635
H -7.190 2.603 2.904
H -7.828 2.373 0.520
H -7.305 3.083 -1.822
H -3.459 4.016 -0.674
S -0.240 -2.291 3.574
C 1.137 -3.028 4.392
C 2.411 -3.116 3.805
C 3.499 -3.686 4.459
C 3.367 -4.185 5.750
C 2.115 -4.119 6.355
C 1.026 -3.570 5.688
H 2.528 -2.722 2.796
H 4.461 -3.742 3.956
H 4.213 -4.622 6.267
H 1.985 -4.501 7.362
H 0.052 -3.548 6.163
```

Its charge is 0. Its energy above the lowest of the compared OMol25 structures with the same formula, charge and spin is 0.0 kcal/mol. As for the LUMO energy: -0.93 eV.

***

DFT (ωB97M-V/def2-TZVPD) results for 2 unconnected molecules or ions with the total composition C4H8N3O2P in a non-equilibrium geometry.

Geometry as XYZ:
```
18
C4H8N3O2P ωB97M-V/def2-TZVPD
C 1.733 1.415 0.098
C -1.132 -0.826 0.405
C 1.656 -0.790 -0.484
C 0.357 -0.072 -0.862
N -0.770 -1.892 0.962
N 0.583 1.308 -0.451
N 2.504 0.307 0.110
O -3.293 -0.229 -1.049
O -1.921 1.641 0.195
P -2.561 0.208 0.118
H 1.991 2.274 0.557
H 1.400 -1.469 0.245
H 2.245 -1.223 -1.217
H -0.119 -0.221 -1.770
H -1.615 -2.304 1.504
H -1.001 1.764 -0.304
H 3.390 0.113 0.685
H -3.446 -0.004 1.257
```

Its charge is 0. Its energy above the lowest of the compared OMol25 structures with the same formula, charge and spin is 24.5 kcal/mol. As for the LUMO energy: 0.63 eV.

***

DFT (ωB97M-V/def2-TZVPD) results for 9 unconnected molecules or ions with the total composition C43H66N2O18.

Geometry as XYZ:
```
129
C43H66N2O18 ωB97M-V/def2-TZVPD
C -2.251 -0.147 1.436
C -2.131 -1.674 1.499
C -2.593 -2.164 2.863
C -2.602 -3.712 3.020
C -1.787 -4.377 2.007
N -1.175 -4.928 1.206
C -2.126 -4.107 4.434
C -3.091 -3.533 5.395
N -3.880 -3.089 6.101
O -2.089 -5.490 4.645
C -0.772 -6.064 4.599
C 0.098 -5.670 5.802
O 1.394 -5.263 5.433
C 1.486 -3.969 4.860
C 1.184 -2.839 5.823
H -3.308 0.123 1.462
H -1.756 0.303 2.296
H -1.837 0.248 0.510
H -1.092 -1.955 1.319
H -2.740 -2.120 0.710
H -3.611 -1.807 3.024
H -1.987 -1.709 3.649
H -3.632 -4.055 2.919
H -1.159 -3.630 4.619
H -0.270 -5.818 3.661
H -0.946 -7.137 4.600
H 0.224 -6.537 6.447
H -0.434 -4.918 6.396
H 0.871 -3.911 3.949
H 2.519 -3.868 4.534
H 1.854 -2.897 6.677
H 0.162 -2.872 6.213
H 1.304 -1.872 5.339
O -1.268 0.431 -1.974
C -0.950 -0.710 -2.176
O -0.045 -1.348 -1.404
C 0.211 -2.669 -1.933
C -1.015 -3.000 -2.771
C -1.438 -1.622 -3.277
H 1.127 -2.625 -2.527
H 0.362 -3.348 -1.096
H -0.809 -3.717 -3.562
H -1.797 -3.412 -2.137
H -0.932 -1.354 -4.206
H -2.514 -1.532 -3.409
O -2.172 -8.882 5.998
C -3.335 -8.712 6.224
O -4.007 -9.450 7.140
C -5.402 -9.100 7.138
C -5.459 -7.695 6.547
C -4.277 -7.717 5.579
H -5.937 -9.829 6.526
H -5.769 -9.159 8.160
H -6.416 -7.466 6.083
H -5.279 -6.958 7.330
H -4.557 -8.096 4.595
H -3.785 -6.755 5.474
O 0.051 6.605 -0.685
C -0.387 5.519 -0.941
O 0.240 4.384 -0.572
C -0.452 3.231 -1.104
C -1.873 3.708 -1.366
C -1.648 5.179 -1.713
H 0.054 2.916 -2.017
H -0.397 2.424 -0.381
H -2.371 3.128 -2.138
H -2.463 3.631 -0.451
H -1.441 5.326 -2.775
H -2.460 5.835 -1.415
O 5.192 10.458 -1.597
C 4.504 9.610 -1.102
O 4.038 8.562 -1.812
C 3.156 7.756 -1.001
C 3.546 8.071 0.437
C 4.000 9.525 0.325
H 2.126 8.039 -1.218
H 3.296 6.713 -1.271
H 2.730 7.904 1.136
H 4.388 7.446 0.740
H 3.170 10.226 0.432
H 4.789 9.798 1.020
O -4.771 -2.706 -3.972
C -4.487 -3.843 -4.206
O -3.615 -4.537 -3.435
C -3.373 -5.840 -3.995
C -4.586 -6.124 -4.875
C -4.966 -4.721 -5.345
H -2.447 -5.798 -4.572
H -3.251 -6.546 -3.178
H -4.370 -6.823 -5.680
H -5.392 -6.542 -4.270
H -4.427 -4.425 -6.246
H -6.032 -4.582 -5.504
O 4.017 -1.824 5.257
C 4.098 -0.641 5.105
O 3.426 0.235 5.891
C 3.622 1.581 5.425
C 4.916 1.541 4.619
C 4.887 0.121 4.057
H 2.762 1.860 4.812
H 3.667 2.238 6.290
H 4.969 2.322 3.864
H 5.771 1.655 5.287
H 4.342 0.061 3.113
H 5.870 -0.324 3.929
O -0.762 -1.714 -6.985
C -0.661 -0.532 -7.144
O -1.421 0.363 -6.474
C -1.140 1.698 -6.935
C 0.250 1.626 -7.557
C 0.275 0.195 -8.092
H -1.905 1.975 -7.662
H -1.202 2.370 -6.083
H 0.416 2.391 -8.311
H 1.008 1.743 -6.782
H -0.138 0.120 -9.099
H 1.260 -0.262 -8.072
O 7.003 9.834 -8.039
C 6.578 10.150 -6.967
O 5.852 11.278 -6.780
C 5.553 11.455 -5.382
C 5.667 10.068 -4.764
C 6.745 9.432 -5.640
H 6.279 12.155 -4.962
H 4.560 11.888 -5.299
H 5.894 10.091 -3.703
H 4.727 9.528 -4.891
H 7.751 9.637 -5.271
H 6.627 8.361 -5.777
```

Its charge is 0. As for the LUMO energy: 0.11 eV. As for the SMILES: CCC[C@@H](C#N)[C@@H](C#N)OCCOCC.O=C1CCCO1.O=C1CCCO1.O=C1CCCO1.O=C1CCCO1.O=C1CCCO1.O=C1CCCO1.O=C1CCCO1.O=C1CCCO1.

***

DFT (ωB97M-V/def2-TZVPD) results for 6 unconnected molecules or ions with the total composition C55H62Br2IN2O5.

Geometry as XYZ:
```
127
C55H62Br2IN2O5 ωB97M-V/def2-TZVPD
C 1.424 0.740 -1.528
C 0.616 -0.096 -0.544
C -0.885 -0.094 -0.897
C -1.600 -1.193 -0.165
C -2.190 -0.961 1.073
C -2.291 0.428 1.647
O -3.374 0.850 1.968
O -1.145 1.077 1.776
C -1.279 2.455 2.182
C -1.498 3.405 1.018
O -0.622 3.046 -0.043
C -2.952 3.561 0.570
N -3.342 2.585 -0.455
C -2.802 -1.999 1.793
C -3.416 -1.747 3.142
C -4.948 -1.552 3.099
O -5.400 -1.604 1.741
C -6.495 -0.854 1.482
O -7.384 -0.659 2.256
C -2.805 -3.258 1.224
I -3.753 -4.799 2.281
N -2.229 -3.492 0.002
C -2.175 -4.888 -0.488
Br -0.301 -5.426 -0.561
C -3.110 -5.259 -1.674
C -4.138 -4.195 -2.095
Br -2.211 -5.976 -3.250
C -1.675 -2.470 -0.719
C -1.140 -2.683 -2.101
C -1.991 -2.104 -3.232
C -3.006 -1.170 -3.058
C -3.728 -0.697 -4.147
C -3.451 -1.163 -5.425
C -2.442 -2.103 -5.601
C -1.709 -2.564 -4.518
H 0.958 1.703 -1.726
H 1.507 0.202 -2.475
H 2.441 0.890 -1.169
H 0.961 -1.134 -0.631
H 0.789 0.184 0.492
H -0.949 -0.214 -1.975
H -1.320 0.875 -0.663
H -2.064 2.557 2.928
H -0.340 2.712 2.666
H -1.172 4.384 1.394
H -0.974 3.463 -0.836
H -3.155 4.574 0.209
H -3.585 3.396 1.439
H -4.308 2.314 -0.357
H -3.159 2.907 -1.392
H -3.169 -2.557 3.827
H -2.990 -0.852 3.582
H -5.443 -2.317 3.697
H -5.204 -0.597 3.551
H -6.473 -0.428 0.473
H -2.487 -5.531 0.313
H -3.666 -6.126 -1.333
H -3.996 -3.912 -3.133
H -4.149 -3.311 -1.463
H -5.132 -4.638 -2.042
H -0.174 -2.175 -2.143
H -0.950 -3.718 -2.349
H -3.269 -0.799 -2.075
H -4.509 0.037 -3.997
H -4.017 -0.818 -6.279
H -2.220 -2.475 -6.592
H -0.916 -3.286 -4.660
C 4.438 -7.090 -0.414
C 3.131 -6.748 -0.730
C 2.553 -7.216 -1.902
C 3.281 -8.033 -2.757
C 4.587 -8.377 -2.440
C 5.166 -7.904 -1.270
H 4.889 -6.725 0.499
H 2.566 -6.115 -0.055
H 1.535 -6.948 -2.155
H 2.830 -8.401 -3.669
H 5.154 -9.015 -3.104
H 6.186 -8.170 -1.026
C 6.768 1.364 0.896
C 7.193 0.695 -0.245
C 6.435 -0.347 -0.761
C 5.250 -0.717 -0.140
C 4.825 -0.046 0.998
C 5.585 0.993 1.518
H 7.360 2.175 1.301
H 8.115 0.985 -0.732
H 6.769 -0.871 -1.647
H 4.659 -1.529 -0.545
H 3.900 -0.334 1.483
H 5.256 1.513 2.408
C 11.941 -0.546 3.092
C 10.792 -0.559 2.314
C 10.129 0.628 2.034
C 10.620 1.829 2.527
C 11.771 1.843 3.303
C 12.430 0.655 3.588
H 12.456 -1.472 3.312
H 10.411 -1.495 1.925
H 9.232 0.617 1.432
H 10.107 2.757 2.306
H 12.155 2.779 3.686
H 13.325 0.665 4.195
C -6.930 5.594 2.965
C -6.037 4.643 2.494
C -6.439 3.320 2.354
C -7.739 2.952 2.671
C -8.633 3.906 3.137
C -8.228 5.225 3.288
H -6.615 6.624 3.078
H -5.025 4.934 2.241
H -5.739 2.573 1.994
H -8.055 1.923 2.557
H -9.647 3.620 3.385
H -8.925 5.966 3.655
C 0.188 6.072 -0.926
C -0.673 6.100 -2.015
C -1.134 7.312 -2.509
C -0.725 8.499 -1.917
C 0.139 8.473 -0.831
C 0.594 7.260 -0.333
H 0.550 5.127 -0.542
H -0.984 5.175 -2.491
H -1.806 7.334 -3.357
H -1.078 9.445 -2.304
H 0.459 9.399 -0.373
H 1.265 7.240 0.516
```

Its charge is +1. As for the LUMO energy: -4.06 eV.

***

Number 1: highest occupied orbital energy -14.45 eV. Number 2: highest occupied orbital energy -10.83 eV. Number 3: highest occupied orbital energy -5.79 eV. Number 4: highest occupied orbital energy -8.27 eV. Number 5: highest occupied orbital energy -9.71 eV. Number 6: highest occupied orbital energy -10.38 eV.